Formula: C2H3ClN2
Source: OMol25
Level of theory: ωB97M-V/def2-TZVPD

As for the HOMO-LUMO gap (spin up / spin down): 7.112 / 9.413 eV. The total charge is 0. The expectation value of S² is 2.0056. As for the spin multiplicity: 3.

Structure (XYZ):
```
8
Properties=species:S:1:pos:R:3:forces:R:3
C 1.650997 -0.519392 -2.165624 -0.74 0.19 -1.46
C -0.977125 -0.127544 0.525398 -1.63 1.87 -5.67
N 2.383119 -0.283592 -1.331864 0.81 0.04 1.19
N -0.838646 0.094523 1.771512 2.25 -3.40 6.76
Cl -1.427802 1.333918 -0.343350 0.34 -1.20 -0.45
H 1.047910 -0.587638 -3.048875 -0.07 -0.22 0.29
H -0.647718 -0.802836 2.343160 -0.47 2.45 -0.89
H -1.190735 0.892561 2.249644 -0.49 0.27 0.23
```
Positions in Å, forces in eV/Å.